Below is C2H9N2 as an isolated structure, with properties calculated with ωB97M-V/def2-TZVPD.

Geometry (Å):
1 N 2.25 -0.53 0.28
2 C -0.12 0.10 0.85
3 C -0.48 0.19 -0.58
4 N -1.91 0.31 -0.70
5 H 1.26 -0.17 0.68
6 H 2.81 0.31 0.47
7 H 2.61 -1.23 0.93
8 H -0.51 -0.67 1.52
9 H -0.25 1.10 1.32
10 H -0.05 1.13 -0.93
11 H -0.04 -0.62 -1.20
12 H -2.28 0.14 -1.62
13 H -2.56 -0.02 0.00

Total charge: +1
Gap between HOMO and LUMO (eV): 5.6

natural (NBO) atomic charge list, values in e, 6 entries: -0.6828 0.0254 -0.3121 -0.8235 0.2229 0.3908

=====

Below is an isolated ion of composition C10H13N2 and charge +1, with properties calculated with ωB97M-V/def2-TZVPD.

Geometry (Å):
1 H -0.13 4.18 -1.48
2 N 0.45 3.60 -0.97
3 C -0.16 2.47 -0.79
4 C -1.65 2.24 -1.09
5 C -1.76 1.49 -2.47
6 N 0.47 1.34 -0.17
7 C 0.24 0.07 0.19
8 C -0.93 -0.58 0.79
9 C -0.36 -1.67 1.41
10 C 1.07 -1.84 1.11
11 C 2.06 -2.83 1.48
12 C 1.76 -3.79 2.38
13 C 1.44 -0.61 0.52
14 H -2.14 1.65 -0.36
15 H -2.17 3.25 -1.07
16 H -1.37 0.51 -2.30
17 H -1.24 2.04 -3.26
18 H -2.77 1.37 -2.76
19 H 1.50 1.42 -0.33
20 H -1.95 -0.19 0.87
21 H -0.96 -2.35 2.06
22 H 3.03 -2.82 1.05
23 H 2.45 -4.67 2.56
24 H 0.75 -3.95 2.59
25 H 2.38 -0.32 0.05

SMILES: [H]/N=C(CC)/[NH+]=C1\C=CC(C=C)=C1
Total charge: +1
Gap between HOMO and LUMO (spin up / spin down) (eV): 6.5 / 6.5

natural (NBO) atomic charge list, values in e, 6 entries: 0.3609 -0.5398 0.4311 -0.4786 -0.5937 -0.4652

=====

Below is a 3-piece molecular cluster, C21H54N9O7P3 overall, with properties calculated with ωB97M-V/def2-TZVPD.

Geometry (Å):
1 H 0.48 0.85 -0.88
2 N 0.79 0.13 -1.56
3 C 1.11 0.72 -2.69
4 N 1.62 -0.05 -3.83
5 N 1.01 2.17 -2.85
6 C 2.25 2.77 -3.46
7 C 2.21 4.35 -3.21
8 C 1.14 5.11 -4.15
9 C -0.36 4.87 -3.64
10 C -1.35 4.22 -4.72
11 C -0.76 3.24 -5.84
12 O -0.44 3.66 -6.97
13 O -0.71 1.93 -5.29
14 C -1.75 1.74 -4.27
15 C -2.43 3.20 -4.11
16 P -3.34 3.61 -2.51
17 O -4.84 3.65 -2.86
18 O -2.91 5.09 -1.81
19 O -3.11 2.31 -1.43
20 H 1.56 -1.07 -3.64
21 H 1.01 0.20 -4.63
22 H 0.78 2.64 -1.97
23 H 3.15 2.36 -2.86
24 H 2.41 2.49 -4.55
25 H 3.26 4.78 -3.36
26 H 1.89 4.57 -2.12
27 H 1.38 6.23 -4.03
28 H 1.32 4.88 -5.25
29 H -0.37 4.29 -2.65
30 H -0.79 5.91 -3.39
31 H -1.98 5.02 -5.23
32 H -2.43 0.89 -4.61
33 H -1.38 1.51 -3.20
34 H -3.26 3.17 -4.90
35 H -3.48 5.15 -1.00
36 H -3.87 1.70 -1.57
37 C 5.14 0.09 3.84
38 N 3.83 0.39 3.30
39 C 3.38 1.72 3.74
40 P 2.55 -0.68 2.84
41 O 2.28 0.11 1.54
42 N 3.16 -2.03 1.93
43 C 4.58 -2.21 1.65
44 C 2.44 -2.28 0.67
45 N 2.77 -1.59 4.33
46 C 2.33 -0.95 5.57
47 C 3.45 -2.85 4.56
48 H 5.10 -0.27 4.87
49 H 5.77 0.99 3.86
50 H 5.70 -0.61 3.23
51 H 2.95 1.68 4.75
52 H 2.62 2.12 3.06
53 H 4.20 2.45 3.75
54 H 5.01 -1.36 1.12
55 H 4.74 -3.11 1.04
56 H 5.15 -2.41 2.56
57 H 2.76 -1.60 -0.12
58 H 1.36 -2.18 0.80
59 H 2.62 -3.30 0.31
60 H 3.15 -0.39 6.04
61 H 1.95 -1.68 6.30
62 H 1.51 -0.26 5.37
63 H 4.53 -2.71 4.66
64 H 3.24 -3.59 3.78
65 H 3.11 -3.33 5.49
66 C -4.07 -1.50 2.40
67 N -2.70 -1.58 1.91
68 C -2.06 -0.26 1.95
69 P -2.01 -2.68 0.78
70 O -0.75 -2.87 1.64
71 N -2.53 -4.32 1.08
72 C -3.46 -4.67 2.14
73 C -1.44 -5.29 1.15
74 N -3.39 -2.46 -0.30
75 C -3.49 -1.18 -0.99
76 C -4.54 -3.32 -0.52
77 H -4.77 -1.13 1.65
78 H -4.14 -0.79 3.24
79 H -4.43 -2.43 2.81
80 H -2.33 0.35 1.08
81 H -0.97 -0.36 1.96
82 H -2.33 0.30 2.85
83 H -3.10 -4.35 3.13
84 H -3.63 -5.75 2.17
85 H -4.46 -4.26 1.96
86 H -0.93 -5.27 2.13
87 H -0.68 -5.11 0.38
88 H -1.80 -6.32 1.00
89 H -4.10 -0.47 -0.42
90 H -3.94 -1.29 -1.99
91 H -2.50 -0.75 -1.15
92 H -5.31 -3.16 0.25
93 H -4.28 -4.37 -0.58
94 H -5.02 -3.10 -1.49

SMILES: [H]/N=C(/N)NCCCC[C@H]1C(=O)OC[C@H]1P(=O)(O)O.CN(C)P(=O)(N(C)C)N(C)C.CN(C)P(=O)(N(C)C)N(C)C
Total charge: 0
Gap between HOMO and LUMO (eV): 6.8

Mulliken atomic charge list, values in e, 6 entries: 0.0673 -0.6089 0.0656 -0.5865 0.1236 -0.5851

=====

Below is the molecule C3H7N3O2, with properties calculated with ωB97M-V/def2-TZVPD.

Geometry (Å):
1 O -1.45 1.90 0.05
2 N 0.11 1.63 0.11
3 C 0.66 0.52 -0.21
4 N 1.97 0.82 -0.30
5 O 2.95 -0.25 0.20
6 N 0.17 -0.85 -0.14
7 C -1.00 -1.27 0.77
8 C -1.28 -0.97 -0.79
9 H -1.54 2.77 0.33
10 H 2.15 1.75 0.04
11 H 2.57 -1.16 -0.34
12 H -1.18 -2.38 1.09
13 H -1.06 -0.38 1.39
14 H -1.76 -0.13 -1.00
15 H -1.30 -2.02 -1.21

SMILES: O/N=C(/NO)N1CC1
Total charge: 0
Gap between HOMO and LUMO (eV): 9.5

natural (NBO) atomic charge list, values in e, 6 entries: -0.6333 -0.2696 0.4807 -0.3156 -0.5697 -0.4994

=====

Below is a 2-piece molecular cluster, C2H4FNO overall, with properties calculated with ωB97M-V/def2-TZVPD.

Geometry (Å):
1 C 0.52 0.27 -1.39
2 C -0.28 -0.47 0.99
3 N 0.22 0.82 0.54
4 O 0.51 -0.85 -1.66
5 F 0.50 1.36 -2.14
6 H 0.24 -0.60 1.97
7 H -1.30 -0.66 1.16
8 H 0.13 -1.29 0.28
9 H -0.54 1.41 0.25

Total charge: 0
Gap between HOMO and LUMO (spin up / spin down) (eV): 10.3 / 10.3

natural (NBO) atomic charge list, values in e, 6 entries: 0.9625 -0.4716 -0.6188 -0.5194 -0.3038 0.1953

=====

Below is C11H20BF2N4OPRhS2 as an isolated structure, with properties calculated with ωB97M-V/def2-TZVPD.

Geometry (Å):
1 Rh 0.44 -0.31 -0.21
2 S -0.38 -1.35 -2.41
3 C 0.92 -2.19 -1.64
4 S 2.19 -1.05 -1.78
5 C 0.87 -3.41 -0.99
6 C -0.37 -4.10 -0.90
7 N -1.38 -4.64 -0.76
8 C 1.94 -3.79 -0.14
9 N 2.74 -4.02 0.66
10 F -0.64 2.64 -0.01
11 B 0.12 1.68 0.52
12 F 0.66 1.99 1.71
13 N 2.04 -1.71 4.42
14 C 2.94 -1.90 3.22
15 C 2.39 -1.08 2.06
16 N 1.00 -1.42 1.75
17 C 0.13 -1.24 2.92
18 C 0.61 -2.06 4.10
19 H 2.08 -0.73 4.72
20 H 2.38 -2.28 5.19
21 H 2.94 -2.96 2.97
22 H 3.94 -1.59 3.50
23 H 3.01 -1.26 1.19
24 H 2.43 -0.01 2.28
25 H 0.97 -2.40 1.45
26 H -0.88 -1.53 2.65
27 H 0.10 -0.18 3.16
28 H 0.60 -3.13 3.88
29 H 0.01 -1.88 5.00
30 C -3.66 -2.00 -0.48
31 P -3.10 -0.43 0.18
32 C -3.22 0.78 -1.14
33 C -4.30 0.07 1.42
34 O -1.72 -0.53 0.79
35 H -4.65 -1.91 -0.93
36 H -3.69 -2.74 0.31
37 H -2.95 -2.35 -1.24
38 H -4.26 0.88 -1.45
39 H -2.63 0.46 -2.00
40 H -2.85 1.74 -0.79
41 H -5.30 0.11 0.99
42 H -4.03 1.06 1.80
43 H -4.29 -0.65 2.24

Total charge: +1
⟨S²⟩: 6.020
Gap between HOMO and LUMO (spin up / spin down) (eV): 6.8 / 6.4
2S+1: 5

natural (NBO) atomic charge list, values in e, 6 entries: 0.6097 0.1076 -0.3565 0.1390 -0.4492 0.2789

=====

Looking at energy relative to the best compared isomer or geometry (same formula, charge and spin) for the records above, in order, we have 501.9; 426.0; 823.0; 905.1; 285.7; 0.0 kJ/mol.
Looking at largest force on an atom for the records above, in order, we have 3.03; 5.83; 8.12; 9.09; 5.32; 0.64 eV/Å.